[1]
Molecular formula: C32H41IN5O3SSb2V
Method: DFT, the ωB97M-V functional and the def2-TZVPD basis

Kohn-Sham gap (spin up / spin down) in Eh: 0.2580 / 0.2745
HOMO (spin up / spin down) in eV: -9.59 / -10.19
Maximum force in eV/A: 1.02

Structure (ORCA input):
```
! RIJCOSX wB97M-V def2-TZVPD def2/J DEFGRID3
* xyz 1 4
V 0.3640 -0.1267 -0.9003
C -3.2538 2.7206 0.1510
C -3.6010 1.5051 -0.6523
N -4.8543 1.3127 -0.9648
C -5.2007 0.2127 -1.6734
C -4.3101 -0.7512 -2.0552
C -4.8153 -1.9600 -2.7976
O -4.2217 -2.1094 -4.0854
C -2.9366 -0.5732 -1.7200
C -2.0160 -1.6428 -2.0502
N -0.7554 -1.7012 -1.7616
C -0.1418 -2.9855 -2.0057
C -0.8494 -4.1626 -1.7854
C -0.2618 -5.3973 -2.0110
C 1.0539 -5.4748 -2.4365
C 1.7858 -4.3119 -2.6242
C 1.1890 -3.0789 -2.4047
I 2.3222 -1.3681 -2.6755
C -2.5548 0.5898 -1.0376
O -1.3309 0.8982 -0.7368
H -4.1059 2.9752 0.7816
H -3.0740 3.5704 -0.5083
H -2.3563 2.5668 0.7486
H -6.2532 0.1129 -1.9099
H -5.9044 -1.9025 -2.8705
H -4.5851 -2.8855 -2.2654
H -4.5474 -1.4000 -4.6498
H -2.4626 -2.4853 -2.5689
H -1.8609 -4.1186 -1.4050
H -0.8335 -6.2981 -1.8360
H 1.5206 -6.4345 -2.6079
H 2.8182 -4.3614 -2.9395
C -1.8583 -0.9084 2.5060
Sb -0.0104 -1.3201 1.5600
C -0.1550 -3.4409 1.6845
C 1.3106 -1.0114 3.2143
C 2.6968 -1.5100 2.9238
C 2.9593 -2.8742 3.0431
C 4.2026 -3.4086 2.7519
C 5.2250 -2.5672 2.3394
C 4.9866 -1.2073 2.2400
C 3.7374 -0.6564 2.5258
C 3.5590 0.8275 2.3764
Sb 2.7230 1.3147 0.4703
C 4.4879 0.8874 -0.6467
C 3.0447 3.4144 0.4926
H -1.9286 -1.4975 3.4198
H -2.6760 -1.1796 1.8384
H -1.9171 0.1533 2.7322
H -0.2217 -3.7307 2.7326
H 0.6998 -3.9262 1.2180
H -1.0619 -3.7600 1.1736
H 0.8610 -1.5665 4.0397
H 1.2741 0.0466 3.4669
H 2.1668 -3.5307 3.3837
H 4.3744 -4.4708 2.8607
H 6.2061 -2.9625 2.1134
H 5.7918 -0.5447 1.9445
H 4.5277 1.3280 2.4082
H 2.9264 1.2650 3.1475
H 5.3104 1.4859 -0.2553
H 4.3387 1.1438 -1.6954
H 4.7392 -0.1690 -0.5683
H 3.9668 3.6069 1.0403
H 2.2120 3.9185 0.9777
H 3.1690 3.7813 -0.5256
O 0.9502 1.5196 -2.2229
N 0.0368 2.4214 -2.5463
C 0.0608 3.6182 -1.9416
C -0.8416 4.5933 -2.3102
C -1.7902 4.3150 -3.2806
C -1.8129 3.0567 -3.8609
C -0.8784 2.1182 -3.4795
H 0.8196 3.7256 -1.1829
H -0.7935 5.5533 -1.8179
H -2.5103 5.0656 -3.5739
H -2.5402 2.7889 -4.6129
H -0.7939 1.1179 -3.8769
N 0.3030 4.3487 4.2929
C -0.5511 3.7320 3.4613
N -1.8398 4.0975 3.5383
S -0.0424 2.5634 2.3589
H 0.0005 4.9975 4.9994
H 1.2583 4.0408 4.2964
H -2.1797 4.7950 4.1780
H -2.4900 3.6664 2.9055
*
```

Results of the Mulliken charge analysis, in e, for atoms 1 through 5: 0.326 -0.830 0.234 -0.656 -0.930



[2]
Molecular formula: C32H41N4OS3Si2TeZr
Method: DFT, the ωB97M-V functional and the def2-TZVPD basis

Kohn-Sham gap in Eh: 0.2594
HOMO in eV: -10.80
Maximum force in eV/A: 1.05

Structure (ORCA input):
```
! RIJCOSX wB97M-V def2-TZVPD def2/J DEFGRID3
* xyz 1 1
Zr 0.1184 -0.1211 -0.0409
C 0.1672 1.9745 1.7556
C -0.3667 1.0605 2.6708
C -1.7255 0.7572 2.6409
C -2.5487 1.3548 1.6941
C -2.0206 2.2482 0.7678
C -0.6643 2.5630 0.7950
H 1.1945 2.3105 1.8607
H 0.2480 0.6890 3.4860
H -2.1531 0.1003 3.3878
H -3.6086 1.1484 1.6983
H -2.6742 2.7239 0.0491
H -0.2745 3.3338 0.1392
S 2.3268 1.1295 -0.4410
C 1.6685 1.4846 -2.0120
S -0.0580 1.2570 -2.1702
C 2.4705 1.8152 -3.0722
C 3.8755 1.8114 -2.9392
N 5.0131 1.7126 -2.8197
C 1.9339 1.9540 -4.3697
N 1.4884 1.9955 -5.4273
C 2.4280 -4.0625 4.3373
Si 0.6871 -3.3025 4.3529
C -0.6424 -4.5250 4.9215
C 0.6651 -1.6952 5.3683
C 0.2981 -2.7447 2.5550
Te 1.8690 -1.4011 1.9150
C 2.9977 -2.8833 0.8336
Si 4.9013 -2.5249 0.8700
C 5.7461 -4.1713 0.4423
C 5.3973 -2.0072 2.6305
C 5.2751 -1.1568 -0.3862
H 2.7981 -4.2310 5.3452
H 3.1281 -3.3957 3.8340
H 2.4456 -5.0222 3.8257
H -0.4578 -4.8229 5.9496
H -0.6486 -5.4272 4.3159
H -1.6380 -4.0917 4.8778
H 0.8762 -1.8882 6.4158
H -0.3038 -1.2022 5.3216
H 1.4272 -1.0029 5.0086
H -0.6554 -2.2167 2.4805
H 0.2908 -3.5750 1.8524
H 2.6212 -2.9343 -0.1861
H 2.7884 -3.8326 1.3220
H 5.4908 -4.9515 1.1555
H 6.8253 -4.0497 0.4706
H 5.4887 -4.5307 -0.5507
H 5.4131 -2.8536 3.3126
H 4.7227 -1.2552 3.0392
H 6.3970 -1.5817 2.6310
H 5.1202 -1.4749 -1.4151
H 6.3160 -0.8532 -0.3133
H 4.6775 -0.2631 -0.2185
C -8.5056 3.3150 -5.2115
C -7.4508 2.6507 -4.3853
O -6.7957 3.1588 -3.5206
S -7.2539 0.9200 -4.8144
C -5.9608 0.4678 -3.6802
C -4.7421 1.1301 -3.7399
C -3.7468 0.8096 -2.8421
C -3.9580 -0.1882 -1.8827
C -5.1821 -0.8563 -1.8433
C -6.1812 -0.5292 -2.7402
C -2.8936 -0.4699 -0.9838
C -1.9742 -0.6474 -0.1955
H -8.1262 4.2726 -5.5652
H -9.3672 3.5098 -4.5723
H -8.8108 2.6964 -6.0518
H -4.5798 1.8955 -4.4829
H -2.7954 1.3239 -2.8837
H -5.3473 -1.6240 -1.1001
H -7.1322 -1.0407 -2.7110
C 2.1210 -1.4997 -2.9577
C 1.0342 -2.3011 -2.3509
N 0.4301 -2.0745 -1.1863
C -0.4834 -3.1021 -1.0192
C -0.4209 -3.9350 -2.0885
N 0.5393 -3.4166 -2.9145
H 2.6987 -0.9913 -2.1834
H 1.7040 -0.7558 -3.6416
H 2.7897 -2.1335 -3.5379
H -1.1223 -3.1668 -0.1537
H -0.9657 -4.8281 -2.3227
H 0.8033 -3.7819 -3.8170
*
```

Results of the Mulliken charge analysis, in e, for atoms 1 through 5: 0.150 -0.985 -0.157 -0.212 -0.678



[3]
Molecular formula: C32H41N5O3S
Method: DFT, the ωB97M-V functional and the def2-TZVPD basis

Kohn-Sham gap in Eh: 0.2553
HOMO in eV: -7.78
Maximum force in eV/A: 3.78

Structure (ORCA input):
```
! RIJCOSX wB97M-V def2-TZVPD def2/J DEFGRID3
* xyz 0 1
C 2.0907 -4.5063 2.5672
N 1.2853 -3.7744 1.6062
C 0.7876 -4.3354 0.4617
O 1.0189 -5.4722 0.0611
C -0.0989 -3.2673 -0.1842
C -1.5950 -3.6243 -0.0488
C -1.9124 -4.8165 -0.9122
C -1.8896 -4.6586 -2.3061
C -2.0322 -5.7826 -3.1292
C -2.2204 -7.0516 -2.5557
C -2.2804 -7.1905 -1.1566
C -2.1542 -6.0695 -0.3282
N 0.2626 -2.0906 0.5568
C -0.2637 -0.8889 0.2301
C -0.0342 0.2434 0.9807
C -0.7995 1.4140 0.7620
C -0.4394 2.6312 1.5438
C -0.7767 3.9458 1.1496
C -0.5003 5.0555 1.9481
C 0.1009 4.8751 3.2080
N 0.2798 5.9783 4.0570
C -0.3547 6.0308 5.3708
C 1.4655 6.8131 3.9990
C 0.5117 3.5985 3.5993
C 0.3360 2.5265 2.7407
C 1.0400 -2.3560 1.7806
C 0.2058 -2.0826 3.0491
C 2.3984 -1.6317 1.8936
H 2.0398 -5.5785 2.3414
H 3.1346 -4.1584 2.5466
H 1.7187 -4.3267 3.5867
H 0.1813 -3.1497 -1.2337
H -1.8094 -3.8157 1.0197
H -2.1840 -2.7481 -0.3632
H -1.7421 -3.6597 -2.7416
H -1.9685 -5.6706 -4.2219
H -2.3339 -7.9383 -3.1995
H -2.3907 -8.1836 -0.7023
H -2.2069 -6.1649 0.7671
H -0.8228 -0.8406 -0.7042
H 0.7888 0.2124 1.7385
H -1.8524 1.2812 0.3336
H -1.2129 4.1671 0.1793
H -0.7718 6.0579 1.6172
H -1.1323 5.2512 5.4648
H 0.3929 5.8920 6.1904
H -0.8395 7.0314 5.5086
H 2.0900 6.5401 3.1294
H 1.1917 7.8861 3.9119
H 2.0738 6.7053 4.9300
H 1.0156 3.4781 4.5656
H 0.8200 1.5772 3.0172
H -0.6821 -2.7269 3.0437
H 0.8227 -2.2791 3.9418
H -0.1284 -1.0398 3.0778
H 3.0818 -2.0187 1.1283
H 2.3284 -0.5500 1.7672
H 2.8295 -1.8175 2.8925
C 2.6949 2.5587 -3.9992
C 2.6358 1.5043 -2.9217
N 1.1684 1.2323 -2.5308
C 0.6444 2.1944 -1.6448
O 1.3852 3.1009 -1.2352
C -0.7171 2.0236 -1.1976
C -1.5583 1.4836 -2.2401
O -2.8108 1.7173 -2.2360
N -0.9948 0.6953 -3.2600
C -1.9584 0.3355 -4.4101
C -1.8286 1.3466 -5.5015
C 0.3776 0.6298 -3.5105
S 0.9835 -0.1155 -4.8732
H 3.7433 2.8665 -4.1697
H 2.2795 2.1924 -4.9477
H 2.1174 3.4547 -3.7194
H 3.0302 0.5318 -3.2230
H 3.1010 1.8380 -1.9960
H -1.0839 2.9783 -0.8421
H -1.6885 -0.6917 -4.6872
H -2.9610 0.3730 -3.9712
H -2.5099 1.0830 -6.3200
H -2.0904 2.3507 -5.1460
H -0.8229 1.3901 -5.8943
*
```

Results of the Mulliken charge analysis, in e, for atoms 1 through 5: -0.956 0.302 0.116 -0.714 -0.241



For the records above, the corresponding DFT total energy values read -105136.24847 -98688.11903 -58275.92282 eV.